Formula: C40H43CdN6O3S2Sb
Source: the OMol25 dataset
Level of theory: ωB97M-V with the def2-TZVPD basis set

Results
Highest occupied orbital energy in Ha: -0.26345
Spin multiplicity: 1
Energy relative to the best compared isomer or geometry (same formula, charge and spin) in kcal per mole: 29.5

Last column: Löwdin charge in e.
Element x y z (Å)
1 Cd 0.00630 0.44630 0.29940  1.38
2 C -1.50460 2.45880 -1.08470  -0.20
3 C -1.94820 1.30210 -0.36190  -0.36
4 C -2.09110 0.25830 -1.35850  -0.25
5 C -1.67670 0.75960 -2.57030  -0.17
6 C -1.30970 2.11020 -2.39820  -0.15
7 H -1.36570 3.44080 -0.65770  0.08
8 H -2.59750 1.36010 0.50990  0.06
9 H -2.57170 -0.69520 -1.17470  0.06
10 H -1.64860 0.21970 -3.50540  0.09
11 H -0.95180 2.75930 -3.18050  0.09
12 O 2.38910 -1.13070 -3.41890  0.04
13 C 3.28990 -0.12790 -3.49040  -0.26
14 C 4.26340 -0.15250 -4.48800  -0.02
15 C 5.19140 0.86470 -4.58300  -0.09
16 C 5.17860 1.91540 -3.67580  -0.10
17 C 4.23120 1.94410 -2.67670  -0.03
18 C 3.26990 0.94010 -2.57670  -0.08
19 C 2.23330 1.02880 -1.52640  -0.44
20 O 1.35770 0.09860 -1.41540  -0.16
21 N 2.32890 2.09220 -0.76340  -0.01
22 N 1.38170 2.25440 0.19500  -0.19
23 C 1.65410 3.20070 1.00240  -0.94
24 S 0.60460 3.66170 2.31890  0.88
25 C 1.94320 4.52340 3.23440  -0.51
26 C 2.77970 5.25280 2.20850  -0.52
27 S 3.18160 4.07670 0.85810  0.93
28 H 1.78680 -0.86860 -2.67400  0.05
29 H 4.27040 -0.97790 -5.18230  0.11
30 H 5.93200 0.84180 -5.36860  0.10
31 H 5.90490 2.70970 -3.75370  0.10
32 H 4.19900 2.73790 -1.94670  0.09
33 H 2.52650 3.77480 3.77520  0.06
34 H 1.47270 5.20380 3.94240  0.08
35 H 3.72110 5.60710 2.62680  0.08
36 H 2.22530 6.08890 1.77840  0.07
37 C -5.02550 -3.28080 2.69730  -0.05
38 C -4.95890 -1.82590 3.05040  -0.31
39 C -6.11180 -1.18860 3.50080  -0.05
40 C -6.12130 0.15620 3.81830  -0.08
41 C -4.95760 0.89510 3.69470  -0.09
42 C -3.80880 0.26960 3.24990  -0.19
43 C -3.78710 -1.08360 2.93270  -0.34
44 Sb -1.81430 -1.64250 2.13490  1.57
45 C -0.69200 -2.13450 3.96330  -0.33
46 C 0.66520 -2.30480 3.71330  -0.20
47 C 1.57290 -2.50880 4.73630  -0.10
48 C 1.12670 -2.53760 6.04580  -0.08
49 C -0.22020 -2.37080 6.30360  -0.06
50 C -1.14280 -2.16120 5.28240  -0.30
51 C -2.58110 -1.98330 5.65900  -0.05
52 C -2.23550 -3.58200 1.20470  -0.33
53 C -2.94090 -3.44930 0.01530  -0.18
54 C -3.23150 -4.54040 -0.78270  -0.09
55 C -2.80320 -5.79680 -0.39380  -0.08
56 C -2.10450 -5.93740 0.79000  -0.05
57 C -1.80430 -4.84670 1.60050  -0.30
58 C -1.04220 -5.07300 2.86980  -0.04
59 H -5.86840 -3.75910 3.19280  0.08
60 H -4.10700 -3.79330 2.97520  0.06
61 H -5.15590 -3.39870 1.62070  0.08
62 H -7.02390 -1.76130 3.60320  0.11
63 H -7.03170 0.62590 4.16180  0.10
64 H -4.94530 1.94810 3.93510  0.10
65 H -2.89510 0.85180 3.14260  0.08
66 H 1.01790 -2.26350 2.69320  0.06
67 H 2.62390 -2.63830 4.51870  0.10
68 H 1.81810 -2.68850 6.86240  0.10
69 H -0.57520 -2.39830 7.32450  0.11
70 H -2.71760 -2.18340 6.71990  0.08
71 H -3.21760 -2.65750 5.09060  0.07
72 H -2.91570 -0.96700 5.45330  0.08
73 H -3.29810 -2.47100 -0.28570  0.08
74 H -3.79740 -4.41310 -1.69360  0.10
75 H -3.00980 -6.66290 -1.00650  0.10
76 H -1.79950 -6.92530 1.10620  0.11
77 H -0.91620 -6.13750 3.05400  0.08
78 H -1.55750 -4.62450 3.71800  0.07
79 H -0.05610 -4.61560 2.80850  0.07
80 N 1.45190 0.79060 3.52020  -0.03
81 C 2.59400 0.86930 4.22960  -0.11
82 C 3.60530 0.44710 3.39840  -0.06
83 C 2.96750 0.13820 2.19040  -0.15
84 N 1.66570 0.34350 2.28360  -0.03
85 H 0.52000 1.04260 3.81580  0.14
86 H 2.61830 1.21810 5.24350  0.12
87 H 4.65210 0.37630 3.61620  0.10
88 H 3.40980 -0.20470 1.27600  0.11
89 N -0.09900 -2.75610 -1.61530  0.21
90 C 0.59410 -2.85410 -0.46520  -0.67
91 N 1.35480 -3.96470 -0.29600  0.19
92 O 0.48430 -2.02780 0.44210  -0.19
93 H 0.10160 -3.35260 -2.40030  0.12
94 H -0.55570 -1.87100 -1.79450  0.08
95 H 1.55910 -4.57990 -1.06220  0.11
96 H 1.94240 -4.00110 0.52000  0.11

Atoms 1-2, force components in eV/Å:
-0.1 -0.4 0.4
-0.1 0.2 0.2